(1)
ORCA calculation (ωB97M-V/def2-TZVPD) on an isolated molecule of C32H42N2O5 in a non-equilibrium geometry.

Structure (XYZ):
```
81
Properties=species:S:1:pos:R:3:forces:R:3
H 0.392 -2.130 5.594 0.01 -0.18 -0.26
H 2.809 -2.269 -2.725 -0.08 0.43 -0.18
C 4.980 0.001 -1.135 0.10 -0.35 0.43
H -7.072 2.621 -3.080 0.08 0.40 -0.18
C 0.295 -0.137 -0.587 -5.73 0.15 -0.37
H 2.168 -0.926 1.312 -0.37 0.01 0.24
H 3.965 2.258 2.810 -0.09 0.07 -0.13
H -5.102 1.435 -3.675 0.08 0.17 0.01
H 0.533 -5.114 6.085 -0.30 0.18 0.29
H -1.918 -1.557 0.103 0.18 0.10 0.26
C -2.796 2.076 -0.488 0.08 -0.10 -0.08
C 3.770 -0.882 -0.712 0.68 0.04 -0.23
C -1.121 -1.666 0.839 0.52 0.32 0.11
N -0.573 -3.302 4.108 0.07 -0.46 0.14
C 3.466 3.052 2.248 0.27 0.36 0.31
H -1.380 1.387 0.940 0.09 -0.07 -0.30
H 5.826 -0.420 -4.406 -0.10 -0.23 0.12
H -3.839 4.669 -1.565 -0.03 -0.35 0.03
C 2.405 -0.292 -1.042 5.92 2.16 -0.79
H -3.065 -4.682 5.958 0.26 -0.21 -0.34
H 1.757 -1.615 -3.982 0.17 0.10 0.13
H -1.721 -5.698 5.281 -0.04 0.25 0.35
H -5.839 5.763 -1.709 -0.13 -0.38 0.23
C 5.136 -0.728 -3.607 0.13 0.17 -0.07
H 5.971 1.033 -2.703 -0.23 -0.09 0.06
H 5.588 -1.605 -3.123 -0.04 0.12 -0.02
C 0.932 -2.025 2.670 -0.17 -0.05 0.06
H 1.597 1.992 2.043 0.05 0.14 -0.32
H 1.766 -2.170 3.354 -0.28 0.05 -0.22
H 4.226 1.105 -2.852 0.22 -0.13 0.04
H 0.597 -3.734 7.265 0.09 -0.27 -0.37
C 2.631 -1.380 -3.353 -0.32 -0.21 -0.08
C -1.519 0.409 -2.317 -0.07 -0.06 0.64
O 1.761 0.844 -3.049 -0.19 -0.56 -0.16
C -1.703 1.314 -0.099 -0.64 0.27 -0.31
H 3.078 3.776 2.966 0.01 0.01 0.00
H -4.779 3.732 -0.379 0.04 0.14 -0.19
C 0.129 -1.053 0.609 -0.34 -0.09 -0.10
C 2.337 2.515 1.428 0.64 -0.69 -0.33
H 4.005 -2.055 -4.847 -0.08 0.19 -0.01
H 4.984 0.900 -0.506 0.05 -0.22 -0.15
H 3.536 -0.366 -5.017 0.04 -0.06 0.21
O 0.923 1.131 -0.151 0.28 -0.19 -0.61
H -2.626 -2.915 4.511 0.23 -0.09 -0.14
N -4.425 2.720 -2.174 -0.58 -0.14 -0.03
O -1.262 -4.198 6.678 0.24 -0.21 -0.50
C -1.932 -3.764 4.360 -0.12 0.33 0.39
O -6.252 4.558 -3.254 0.01 -0.45 0.32
H -6.796 4.293 -1.253 0.06 0.21 -0.35
C 2.226 -0.159 -2.520 0.14 -0.11 0.90
C -0.344 -2.568 2.957 0.20 0.17 -0.52
C 3.824 -1.130 -4.283 -0.08 -0.03 -0.17
C -4.680 3.959 -1.446 0.28 0.36 -0.28
C 0.389 -3.163 5.194 -0.28 0.26 0.33
H -3.254 2.735 0.249 0.14 -0.26 -0.26
C -2.035 -4.678 5.578 0.36 0.10 0.22
H -2.370 -2.780 2.171 0.39 0.13 -0.14
H -0.988 -0.208 -3.042 -0.10 0.15 0.09
H -3.028 0.997 -3.725 0.20 0.08 0.35
C 0.124 -4.119 6.352 -0.38 -0.08 -0.08
H 4.202 3.563 1.621 -0.07 -0.11 0.07
H 1.390 -3.387 4.811 -0.14 0.08 0.14
H -4.284 2.902 -4.289 -0.11 -0.13 0.17
H 1.879 3.277 0.788 -0.04 -0.26 0.21
C 1.163 -1.291 1.508 -0.38 -0.22 0.41
O 2.993 1.506 0.528 -0.14 1.39 0.56
H 5.896 -0.559 -0.886 -0.08 0.15 -0.07
H 3.848 -1.037 0.375 0.08 -0.04 -0.23
C -6.321 3.191 -3.663 0.20 0.32 0.10
H 0.589 -0.730 -1.460 -0.46 1.02 0.76
C -3.308 1.987 -1.805 0.47 -0.48 0.19
C -4.966 2.511 -3.510 0.08 0.53 -0.03
H 3.871 -1.878 -1.166 0.00 0.25 0.20
C 2.199 0.920 -0.300 -0.66 -3.59 -0.69
C 5.055 0.432 -2.598 0.19 0.07 -0.10
C -5.959 4.682 -1.865 -0.27 -0.26 -0.33
H -2.280 -4.336 3.490 0.02 0.14 0.14
C -2.662 1.107 -2.703 -0.18 0.29 0.02
H -6.602 3.242 -4.724 -0.02 -0.28 0.36
C -1.370 -2.379 2.001 0.24 -0.11 0.09
C -1.041 0.488 -1.010 -0.26 -0.01 0.03
```
Forces are in eV/Å.

Results
total energy	-1730.10090	Ha
LUMO energy	0.6	eV
ΔE to the lowest compared entry with this formula, charge and spin	118.9	kJ/mol
spin multiplicity	1
orbital gap	7.8	eV

In the Mulliken picture, each atom carries the following charge in e: 0.378, 0.411, -0.973, 0.351, 1.379, -0.084, 0.304, 0.431, 0.346, 0.478, -1.191, -1.749, -1.188, 0.042, -1.370, 0.431, 0.317, 0.357, 1.634, 0.325, 0.353, 0.341, 0.318, -0.779, 0.471, 0.354, -1.047, 0.249, 0.214, 0.387, 0.338, -0.859, -0.646, -0.678, -0.251, 0.434, 0.234, 0.212, -0.038, 0.405, 0.197, 0.297, -0.383, 0.406, 0.104, -0.356, -0.639, -0.364, 0.322, 0.043, 1.793, -0.808, -0.417, -0.477, 0.096, -0.743, 0.289, 0.369, 0.355, -0.755, 0.324, 0.271, 0.399, 0.318, -0.431, -0.216, 0.497, 0.423, -0.796, -0.141, 1.638, -0.685, 0.709, -0.307, -0.701, -0.696, 0.370, -0.758, 0.342, -0.519, -0.012


(2)
ORCA calculation (ωB97M-V/def2-TZVPD) on C32H42N4OsSi2 as an isolated structure in a non-equilibrium geometry.

Structure (XYZ):
```
81
Properties=species:S:1:pos:R:3:forces:R:3
H -1.614 0.493 2.326 0.07 -0.02 0.02
C -0.344 1.887 3.413 -0.19 0.15 0.05
C 1.417 3.271 -4.304 0.06 0.03 -0.03
H 2.836 -0.932 5.495 0.06 0.02 0.01
H -1.784 -5.113 0.309 0.01 -0.02 0.01
H 3.215 0.450 -1.386 0.12 0.01 0.02
C -0.138 2.462 -1.655 -0.10 0.23 0.04
C 1.441 2.089 -3.635 -0.01 0.01 -0.20
H 0.916 3.583 3.088 0.00 0.01 -0.04
C 0.491 -3.145 1.505 -0.19 -0.07 -0.18
C -1.219 2.631 0.515 -0.01 -0.04 -0.04
C -2.963 -2.047 -0.553 0.05 0.09 0.01
H -0.835 -0.232 3.685 0.09 0.14 -0.01
H 1.220 2.284 1.963 0.04 0.01 0.05
H 5.079 -0.805 4.725 -0.04 0.03 0.06
H -0.056 -2.753 2.363 -0.01 0.01 0.04
C 2.972 -0.716 4.441 -0.13 -0.01 0.03
C 4.685 -0.374 2.712 0.09 0.06 0.20
H -3.687 -0.108 1.564 0.04 0.00 0.03
N 0.557 0.340 -2.240 0.00 -0.61 0.84
H 0.322 -3.533 -2.440 0.00 0.04 0.00
C 2.373 -1.337 -2.277 -0.15 -0.14 0.01
C 1.804 -0.490 3.765 0.10 0.03 0.06
C 1.167 -0.713 -3.016 0.17 -0.03 -0.04
C -0.429 3.551 1.434 -0.13 0.26 -0.10
H 5.752 -0.240 2.571 0.01 -0.04 -0.07
H 0.220 1.802 4.343 0.08 -0.07 -0.03
H -1.259 4.181 -1.286 0.06 0.03 -0.01
H -5.762 -3.966 -0.743 -0.01 0.00 0.00
C -4.725 -3.702 -0.579 -0.01 0.01 0.00
H 0.650 5.186 -4.848 0.01 -0.02 -0.03
Si -2.308 -0.282 -0.552 -0.10 0.22 -0.36
H 2.164 3.366 -5.085 0.00 0.03 0.00
H 0.412 -1.488 -3.157 -0.05 0.05 0.03
C 0.604 1.588 -2.584 -0.03 0.25 0.21
H 4.497 -0.013 0.669 0.09 -0.10 -0.03
C -3.815 -4.677 -0.177 0.01 -0.02 0.01
H 0.193 4.221 0.833 0.04 0.01 0.07
H 0.415 -4.236 1.527 -0.02 -0.01 0.02
Si -0.240 -2.497 -0.135 0.26 0.04 0.38
C 4.294 -0.657 3.994 0.17 0.00 -0.05
C -4.301 -2.398 -0.758 -0.07 -0.02 -0.02
C -0.587 3.721 -1.995 0.03 0.23 0.01
H -3.586 1.516 0.864 -0.01 0.07 -0.01
H 3.872 -1.089 -0.814 0.06 0.00 -0.05
H -1.151 4.179 1.967 -0.01 0.03 -0.08
C -2.751 0.484 -2.245 -0.02 -0.09 0.20
H -4.148 -5.696 -0.020 0.00 -0.01 0.00
C 3.924 -0.258 1.550 -0.31 0.01 -0.16
C 0.421 2.830 2.471 0.19 -0.13 0.03
H 1.545 -2.892 1.631 0.04 0.00 -0.03
H -2.614 1.568 -2.257 0.01 0.02 0.01
H 3.170 -1.527 -3.000 0.07 0.10 0.06
N -0.411 1.886 -0.452 -0.47 0.27 -0.06
H -1.295 2.359 3.684 0.03 -0.02 0.06
H 2.226 1.415 -3.952 -0.05 -0.09 0.02
H 1.438 -0.364 -4.015 0.07 -0.06 0.07
H -5.024 -1.645 -1.054 -0.01 0.00 -0.01
H 1.513 -4.028 -1.221 0.05 0.03 0.03
H -1.725 1.903 1.132 0.08 0.00 -0.03
C 0.466 -3.773 -1.385 -0.05 0.04 0.03
H -0.875 5.471 -3.117 -0.02 -0.01 0.02
C -2.486 -4.341 0.011 -0.03 -0.06 0.00
H -2.133 0.061 -3.039 0.02 -0.02 -0.02
H -4.582 0.294 0.116 -0.01 -0.04 0.00
C -3.630 0.457 0.630 0.06 -0.05 -0.05
Os 0.165 -0.011 -0.199 -1.11 -0.18 -0.10
C 1.529 -0.277 2.381 0.18 -0.33 -0.06
C -2.049 -3.028 -0.183 0.18 0.07 0.01
H -0.107 -4.685 -1.201 -0.01 -0.01 0.02
H -3.797 0.286 -2.495 -0.01 -0.03 0.02
H 0.934 -0.518 4.404 -0.11 -0.02 -0.11
N 0.333 0.013 1.939 0.17 -0.19 -0.98
N 2.057 -0.505 0.069 0.46 -0.37 0.10
C -0.317 4.540 -3.109 -0.08 0.06 -0.01
H 2.084 -2.303 -1.882 0.02 -0.02 -0.15
C 2.952 -0.575 -1.098 0.11 0.13 0.24
H -2.024 3.168 0.003 0.05 0.03 0.10
C -0.670 0.481 2.866 -0.45 -0.08 -0.01
C 2.552 -0.422 1.320 0.53 0.15 -0.03
C 0.564 4.378 -4.134 0.00 0.02 -0.03
```
Forces are in eV/Å.

Results
total energy	-2133.25866	Ha
LUMO energy	-0.7	eV
spin multiplicity	1
orbital gap	5.9	eV

In the Mulliken picture, each atom carries the following charge in e: -0.159, -0.782, -0.740, 0.369, 0.340, 0.371, 0.759, -1.205, 0.394, -1.333, -0.547, 0.548, 0.493, 0.083, 0.343, 0.227, -0.597, -0.553, 0.319, -0.133, 0.393, -0.284, -0.892, -1.268, -1.228, 0.352, 0.408, 0.369, 0.396, -0.732, 0.345, 1.224, 0.353, 0.186, 1.341, 0.491, -0.738, 0.433, 0.523, 1.035, -0.632, -0.907, -0.231, 0.364, 0.845, 0.393, -1.474, 0.400, -0.864, -0.367, 0.324, 0.344, 0.528, 0.441, 0.529, 0.337, 0.678, 0.295, 0.447, -0.897, -1.870, 0.335, -0.890, 0.230, 0.487, -1.517, 1.582, 0.641, 0.552, 0.515, 0.518, 0.278, -0.259, 0.269, -0.838, -0.377, -1.228, 0.885, -1.020, 0.867, -0.617


(3)
ORCA calculation (ωB97M-V/def2-TZVPD) on a 2-piece molecular cluster, C32H43BrINO6S overall in a non-equilibrium geometry.

Structure (XYZ):
```
85
Properties=species:S:1:pos:R:3:forces:R:3
C -7.823 -2.905 -0.653 -0.07 0.54 0.46
C -0.014 0.582 0.729 -1.09 0.08 -1.13
O 0.018 -2.823 -0.192 0.88 -0.52 -0.40
H -7.076 -1.989 -2.594 -0.30 -0.14 1.06
H 1.636 -2.780 2.611 -0.32 0.64 -0.93
C -7.347 -1.843 -1.524 -0.53 1.06 2.39
C 1.609 0.445 -1.406 -0.72 0.64 -0.16
H 0.896 -1.372 -2.571 0.88 0.41 0.36
C 3.832 -3.898 -1.213 -0.84 -0.75 0.66
S -4.243 -2.081 1.785 0.24 0.12 -0.12
H 1.670 1.315 -2.128 -0.15 -0.79 0.75
C 0.202 0.548 -0.741 -1.51 -0.10 0.04
C -1.373 0.729 1.306 0.41 0.12 -1.76
H -2.545 -0.356 4.450 -0.20 0.23 -1.09
C -2.464 0.838 0.356 0.90 -0.26 -1.30
H 9.728 5.015 0.546 0.09 -0.08 -0.02
H 2.100 -5.289 -1.455 0.00 0.98 0.79
H 2.148 0.400 -4.019 0.70 -0.84 0.10
H 4.078 -3.091 -0.471 -0.10 -0.70 -0.78
H -6.316 2.043 -0.229 1.03 -0.53 -0.52
H -8.572 -3.561 1.364 0.45 0.91 -0.65
H -0.720 0.617 3.433 -0.86 0.16 -0.85
C -7.234 -0.494 -0.977 -0.27 -0.74 1.02
C -2.665 -1.660 2.688 -0.71 -0.09 1.70
O 7.679 4.803 0.716 0.18 -0.24 -0.16
H 8.174 4.567 -1.294 -0.03 -0.09 0.02
C -0.950 0.627 -1.665 -0.84 0.21 2.51
H 2.626 -1.007 0.547 -0.52 0.45 0.70
H 1.751 -3.563 -1.794 -0.14 -0.50 1.05
H -5.453 2.538 -1.719 0.02 -1.02 0.39
C 1.270 0.495 1.612 0.38 0.20 -0.74
O -4.639 1.387 1.514 0.60 0.00 -0.29
C -7.574 -0.254 0.433 -0.47 -2.32 -0.26
H 2.886 -1.285 -4.239 0.06 0.78 0.60
O 1.898 -4.072 0.298 -0.69 1.42 -0.52
I 4.612 0.436 -2.894 -0.53 -0.49 -0.30
C -3.667 0.893 -1.800 2.87 -1.34 1.88
C 0.980 -3.055 0.494 -0.54 0.82 1.50
C 2.703 -0.441 -3.534 -1.26 0.06 0.59
C -6.769 0.703 -1.880 -0.34 0.08 0.53
H -3.793 0.145 3.269 1.09 0.01 -0.15
H -1.979 1.846 3.097 0.23 -0.86 -0.31
H -7.929 -3.936 -1.070 0.15 1.04 0.33
H 4.373 -4.842 -0.934 -0.11 1.12 -0.30
C -3.990 1.044 0.561 0.91 -0.46 -0.67
C 1.204 -2.161 1.774 -0.16 -0.40 0.25
H -7.683 1.308 -2.127 0.78 -0.41 0.11
C 8.991 4.323 0.967 -0.06 0.11 0.10
C -5.743 1.643 -1.108 -2.50 -0.84 0.04
H -7.496 0.744 0.918 0.02 -0.86 -0.67
H -1.763 -1.838 2.055 -1.13 0.25 0.05
H 1.965 1.307 1.243 -0.68 -0.74 0.50
C 6.371 3.458 -0.831 0.39 -0.12 -0.37
C 2.070 -0.860 1.505 0.37 -0.72 0.75
H 2.521 -1.531 -1.664 -0.98 0.24 -0.47
C -2.741 -0.216 3.345 0.37 -0.58 0.49
H 1.095 0.724 2.694 -0.10 -0.29 -1.07
N -4.592 0.782 -0.713 -0.27 2.74 -1.63
C 6.750 1.693 0.694 0.04 -0.10 -0.12
H 9.134 4.275 2.047 -0.07 0.07 -0.04
C -8.190 -2.715 0.746 0.97 2.49 -1.49
Br -0.797 0.585 -3.604 0.11 0.12 1.24
H 6.035 3.432 -1.873 -0.03 0.04 0.01
H 7.455 0.888 0.899 -0.03 0.02 -0.10
H -8.331 -1.189 2.357 0.37 0.09 -1.11
C -1.653 0.805 2.830 -0.09 -0.10 0.07
H 4.104 -3.569 -2.248 -0.26 -0.36 0.90
H 6.838 2.444 1.482 -0.03 0.03 -0.02
H -5.220 -1.580 2.622 1.06 -0.19 -0.29
H 2.855 -0.829 2.316 -0.69 0.06 -0.92
C 7.295 4.650 -0.646 -0.39 0.15 0.32
H -2.616 -2.408 3.531 0.16 0.72 -0.90
H 2.444 0.623 -0.678 -0.93 -0.32 -0.72
C -8.046 -1.351 1.289 0.26 -0.87 -1.96
H 9.145 3.324 0.550 0.00 0.02 -0.04
C 1.842 -0.865 -2.260 1.74 0.72 -0.07
O -3.843 1.015 -2.980 -0.74 0.12 0.69
H 5.484 3.547 -0.195 0.07 0.03 0.05
H -6.344 0.331 -2.846 -0.25 0.28 0.90
O 7.054 2.231 -0.583 -0.16 0.15 0.24
H 5.735 1.281 0.690 -0.03 0.00 0.11
C 2.276 -4.241 -1.080 1.50 -0.08 -1.81
C -2.278 0.771 -1.100 1.46 -0.07 1.33
H 0.184 -1.811 2.094 0.97 -0.57 -0.34
H 6.755 5.560 -0.928 0.00 -0.03 -0.05
```
Forces are in eV/Å.

Results
total energy	-5021.12048	Ha
LUMO energy	-0.4	eV
spin multiplicity	1
orbital gap	8.2	eV

In the Mulliken picture, each atom carries the following charge in e: -0.332, 0.730, -0.516, 0.321, 0.449, -0.597, -1.478, 0.806, -0.909, -0.220, 0.730, 1.053, -0.230, 0.497, 0.506, 0.326, 0.378, 0.467, 0.234, 0.510, 0.355, 0.105, 0.930, 0.271, -0.373, 0.343, -0.573, -0.068, 0.176, 0.410, -1.515, -0.607, -0.070, 0.505, -0.384, 0.034, 0.175, 0.369, -1.475, -1.052, 0.307, 0.412, 0.300, 0.336, -0.196, 0.210, 0.422, -0.694, -0.924, 0.154, -0.546, 0.472, -0.323, -0.279, -0.496, -0.833, 0.334, 0.808, -0.485, 0.242, -0.522, -0.128, 0.341, 0.257, 0.360, -0.659, 0.253, 0.345, 0.123, 0.633, -0.639, 0.446, 0.402, -0.677, 0.298, 0.401, -0.616, 0.282, 0.364, -0.331, 0.028, -0.205, -0.098, -0.537, 0.379